Entry 1:
Computed, not measured: a cluster of 8 separate species, C29H45O15 in total at a distorted geometry, with ωB97M-V with the def2-TZVPD basis set.

Values from the calculation:
Total charge = -1
ΔE to the lowest compared entry with this formula, charge and spin = 1030.9 kJ/mol
Lowest unoccupied orbital energy = 2.077 eV

Structure (XYZ):
```
89
Properties=species:S:1:pos:R:3:forces:R:3
C -0.14442 -0.45679 0.33110 -0.017 -4.260 1.202
O -0.08932 -1.91202 0.47764 -0.710 4.188 0.208
H -0.82579 -0.08867 -0.43593 0.584 -0.869 1.555
H -0.42598 -0.02070 1.28956 0.035 0.264 -0.536
H 0.79624 -0.06825 -0.05912 0.319 1.061 1.104
O 1.83072 -0.78406 -5.08064 2.090 2.566 2.889
C 2.10826 -0.46968 -3.87759 -0.567 -0.977 -4.670
O 1.54086 -1.20567 -2.97409 1.525 0.990 0.840
C 2.05101 -1.03043 -1.65966 -0.093 -0.290 -0.879
C 3.06102 0.12184 -1.75259 -0.977 1.112 -1.471
C 2.97422 0.60772 -3.27484 0.742 0.202 2.221
H 2.47230 -1.94711 -1.24698 -0.887 0.054 -1.869
H 1.11596 -0.84567 -1.13084 1.253 -0.195 -0.052
H 4.10495 -0.00524 -1.46598 -0.898 -0.540 -1.123
H 2.65587 0.84195 -1.04168 0.380 0.663 -0.043
H 4.00708 0.74497 -3.59492 -0.197 -0.683 -0.760
H 2.59116 1.62678 -3.32844 -0.649 -0.275 -0.347
O -5.25010 -0.82707 1.23888 1.732 0.475 0.999
C -4.26308 -0.60726 1.92942 -0.467 -1.353 -1.916
O -4.33373 0.10732 3.03548 -1.634 1.457 0.653
C -3.10726 0.26306 3.63793 2.085 0.379 2.821
C -2.23484 -0.86162 3.26292 -0.553 -2.087 -3.592
C -2.82592 -1.14024 1.81524 -0.859 -0.945 0.789
H -3.17907 0.09376 4.71230 -0.787 1.023 0.209
H -2.55612 1.18809 3.46866 -0.781 0.590 -0.278
H -2.38570 -1.66867 3.97986 -0.251 -0.504 -0.406
H -1.15154 -0.74438 3.23430 -1.795 0.533 -1.860
H -2.98451 -2.18806 1.56029 0.606 -0.017 -0.037
H -2.24267 -0.68141 1.01687 -0.299 -0.630 0.489
O -1.28137 3.21023 -4.79140 -0.418 -0.389 0.522
C -1.02811 2.49398 -3.84188 -3.824 -0.154 -3.205
O 0.09724 2.52617 -3.28496 4.177 -0.216 1.485
C 0.11054 1.69914 -2.12955 0.691 -0.178 1.699
C -0.94659 0.64792 -2.38483 -0.108 0.495 -0.960
C -1.94015 1.39649 -3.19708 -0.426 1.806 -0.936
H -0.06900 2.34286 -1.26846 1.029 -0.894 -1.679
H 1.04236 1.22188 -1.82620 0.180 0.339 -1.233
H -1.32644 0.19712 -1.46799 -0.355 0.486 -1.803
H -0.45998 -0.06111 -3.05459 -0.320 -0.332 0.371
H -2.67520 1.96329 -2.62563 0.242 -0.318 0.011
H -2.55463 0.87527 -3.93113 0.473 -0.164 -0.171
O 0.76896 -4.00568 -1.02094 -1.691 1.715 -4.099
C 0.32316 -3.30554 -1.95659 -0.129 -2.217 3.231
O 0.79916 -3.36898 -3.20468 0.710 -1.222 -1.220
C 0.01415 -2.61354 -4.16566 0.409 -0.643 -0.421
C -1.28197 -2.47549 -3.48350 -1.337 1.519 0.648
C -0.88294 -2.37101 -1.98067 -0.807 -0.596 -0.346
H 0.04134 -3.07874 -5.15102 -0.226 -0.891 0.268
H 0.47569 -1.65908 -4.41877 -0.845 -0.937 0.306
H -2.02609 -3.24093 -3.70368 0.195 -0.302 0.243
H -1.71161 -1.53435 -3.82666 -0.443 0.082 0.019
H -1.68629 -2.60826 -1.28322 0.199 -0.776 -0.056
H -0.67395 -1.37214 -1.59767 0.532 -1.040 -0.905
O 0.81605 -0.09567 6.73674 0.455 0.842 -1.336
C 0.88317 0.25475 5.57275 -1.157 -1.051 1.734
O 1.35825 1.47826 5.20237 0.382 0.389 0.436
C 1.17679 1.70652 3.78613 -1.580 -0.867 0.788
C 1.03259 0.30456 3.31290 -1.073 0.727 -0.823
C 0.37808 -0.57984 4.38543 2.677 1.387 0.424
H 1.94093 2.26553 3.24605 0.422 -0.043 0.731
H 0.23056 2.22608 3.63508 -0.070 0.482 0.283
H 2.00605 -0.05414 2.97853 -1.458 2.028 3.814
H 0.56406 0.35026 2.32979 -0.581 -0.152 0.616
H 0.83826 -1.56793 4.38765 0.274 -0.040 0.211
H -0.68304 -0.81847 4.31348 1.470 0.855 1.877
O -0.92525 4.24745 -1.27593 -0.706 0.600 -0.808
C -1.64657 3.41608 -0.80956 -2.285 1.627 1.086
O -1.13811 2.46505 -0.11674 3.187 -2.024 3.464
C -1.90773 1.60822 0.65376 -2.343 1.130 0.823
C -3.27465 2.24679 0.64232 -0.925 0.198 -1.934
C -3.12568 3.18625 -0.63321 -2.277 0.909 -0.009
H -1.54949 1.55173 1.68166 0.539 -0.206 -0.405
H -2.05257 0.63448 0.18583 0.466 1.002 0.256
H -3.66677 2.76712 1.51615 0.494 0.122 0.009
H -3.89429 1.36573 0.47536 -0.877 0.667 -0.208
H -3.72762 4.09416 -0.59487 0.443 0.431 0.686
H -3.56973 2.84868 -1.56969 0.162 -0.765 0.275
O 2.12790 -2.92663 0.50524 3.189 3.193 1.784
C 2.75085 -1.88990 0.73225 -1.995 -3.915 0.484
O 3.73450 -1.51876 -0.12661 2.918 0.794 1.668
C 4.63793 -0.55336 0.44946 0.261 -1.330 3.246
C 4.17302 -0.44216 1.99520 -1.635 0.462 -1.307
C 2.66675 -0.90404 1.85879 1.957 -1.499 -1.042
H 4.70914 0.37646 -0.11486 -0.222 -0.105 0.677
H 5.62568 -1.00711 0.53038 0.091 -0.028 -0.614
H 4.27773 0.55875 2.41392 -0.016 0.131 -0.203
H 4.69514 -1.10904 2.68133 0.169 -0.203 -0.450
H 1.89332 -0.13953 1.78510 1.548 -0.406 -3.395
H 2.20686 -1.26835 2.77741 1.258 -2.440 -0.745
```
Positions in Å, forces in eV/Å.

***

Entry 2:
Computed, not measured: a structure of composition C32H61GaGeO5Sb, with ωB97M-V with the def2-TZVPD basis set.

Values from the calculation:
Expectation value of S² = 0.75
Total charge = +2
Multiplicity = 2
Lowest unoccupied orbital energy (alpha / beta) = -5.785 / -7.707 eV

Structure (XYZ):
```
101
Properties=species:S:1:pos:R:3:forces:R:3
Ga 0.51451 -0.17661 0.21486 -0.002 -0.098 -0.011
C 1.53271 -2.43542 2.72971 -0.039 0.015 -0.006
C 2.66903 -1.86557 1.90318 0.011 -0.069 -0.114
C 3.27436 -2.92474 0.99739 0.003 -0.008 -0.038
C 3.71938 -1.22783 2.79731 0.005 0.037 0.005
O 2.11559 -0.81221 1.05002 0.095 -0.026 0.333
Ge 3.10739 0.55223 0.03282 -0.008 0.033 0.080
O 1.40435 1.49524 0.48464 -0.045 0.364 0.024
C 1.23032 2.69653 1.30613 0.042 -0.075 0.023
C 0.98713 2.31158 2.75670 0.015 -0.049 -0.004
C 2.50454 3.51476 1.17836 0.021 0.033 -0.016
C 0.05150 3.44369 0.71260 -0.062 -0.008 -0.019
O 1.87355 -0.10891 -1.25108 0.028 -0.318 -0.352
C 1.94604 0.01714 -2.70658 -0.039 0.161 0.085
C 3.40043 -0.16108 -3.11184 0.024 0.009 -0.006
C 1.08548 -1.07499 -3.31557 0.004 -0.039 0.003
C 1.43040 1.39805 -3.08277 -0.026 0.014 0.005
H 1.91115 -3.21810 3.38699 -0.005 0.005 0.005
H 0.77392 -2.88414 2.08390 0.006 -0.007 0.005
H 1.08071 -1.65697 3.34874 0.011 -0.011 0.000
H 3.71064 -3.73011 1.58862 -0.007 0.001 -0.002
H 4.06643 -2.49805 0.37823 0.005 0.000 0.010
H 2.51359 -3.35110 0.34060 0.002 0.002 0.007
H 4.14034 -1.97388 3.47109 -0.009 -0.001 -0.001
H 3.28118 -0.43041 3.40006 0.005 -0.010 0.000
H 4.54406 -0.81721 2.21127 0.002 -0.002 -0.004
H 1.81546 1.70982 3.13646 -0.005 0.009 -0.006
H 0.06616 1.74250 2.86699 -0.016 0.010 0.003
H 0.91406 3.20983 3.37062 0.018 -0.002 -0.010
H 3.35018 3.01205 1.65199 0.002 0.004 -0.002
H 2.37766 4.47792 1.67284 -0.003 -0.006 0.003
H 2.74279 3.70312 0.12976 0.001 0.005 0.003
H -0.80385 2.76945 0.61695 -0.027 0.002 0.036
H 0.30074 3.83275 -0.27515 0.004 -0.004 0.000
H -0.24078 4.27664 1.35382 0.014 0.001 -0.021
H 3.78719 -1.11099 -2.73914 -0.003 0.000 -0.013
H 4.02667 0.65063 -2.73462 -0.001 -0.002 0.008
H 3.48916 -0.16190 -4.19807 -0.004 0.005 0.004
H 1.43492 -2.05866 -2.99727 -0.001 0.011 -0.002
H 1.15009 -1.02206 -4.40288 0.004 -0.016 0.007
H 0.04302 -0.96276 -3.01979 -0.001 0.017 -0.005
H 2.04281 2.18240 -2.63320 0.004 -0.005 -0.001
H 0.40063 1.52386 -2.73438 -0.003 -0.008 -0.007
H 1.44558 1.53299 -4.16478 -0.001 0.001 0.004
C -2.08517 -1.10508 3.42052 -0.012 -0.003 -0.002
C -1.49017 -1.14190 2.05070 -0.086 -0.007 -0.096
O -0.78320 -0.15379 1.71936 0.166 0.044 0.128
C -1.70371 -2.26070 1.16572 0.009 0.033 0.090
C -2.31657 -3.43767 1.64776 -0.007 -0.016 0.010
C -2.48416 -4.52962 0.83678 0.008 -0.008 -0.033
C -2.03304 -4.47042 -0.48846 -0.005 -0.012 0.002
C -1.44551 -3.33053 -0.99547 -0.036 -0.032 0.006
C -1.28052 -2.20502 -0.18478 -0.104 0.229 -0.006
O -0.78453 -1.08669 -0.73109 0.115 -0.203 -0.048
H -1.92331 -0.12565 3.86251 -0.002 0.001 -0.005
H -1.59088 -1.85544 4.04404 -0.006 0.012 -0.003
H -3.14800 -1.34486 3.40589 0.006 -0.005 0.005
H -2.64071 -3.48725 2.67862 0.000 0.002 -0.011
H -2.94508 -5.42977 1.21767 0.006 0.002 -0.010
H -2.14660 -5.33649 -1.12840 0.003 0.007 0.004
H -1.09926 -3.28200 -2.01948 -0.003 -0.008 0.004
C -2.30980 3.70581 -2.07324 -0.014 0.115 -0.068
C -3.35515 2.75181 -2.63769 0.016 -0.180 0.181
C -4.68374 3.46336 -2.87694 0.025 0.056 -0.119
C -2.85399 2.10240 -3.92199 0.038 0.111 -0.072
Sb -3.59579 1.14702 -1.13177 -0.233 0.006 -0.074
C -4.58637 1.87081 0.72128 0.148 -0.108 -0.218
C -3.49223 2.45997 1.60266 -0.060 0.058 0.086
C -5.61980 2.92705 0.35476 -0.081 0.023 0.125
C -5.24588 0.68034 1.40132 -0.029 0.031 0.109
C -4.55604 -0.62137 -2.05626 0.137 0.108 0.122
C -4.85290 -1.67736 -0.99873 -0.041 -0.060 -0.079
C -3.56193 -1.17766 -3.07081 -0.068 -0.066 -0.078
C -5.83607 -0.12503 -2.71927 -0.043 -0.075 -0.048
H -2.18872 4.54120 -2.77099 0.005 -0.022 0.021
H -1.33700 3.22531 -1.96183 0.008 -0.014 0.008
H -2.60449 4.12815 -1.11014 -0.001 0.001 -0.008
H -4.55604 4.10128 -3.75853 -0.005 0.001 0.027
H -4.96732 4.11063 -2.05235 -0.008 -0.008 0.027
H -5.50975 2.78652 -3.09421 0.009 -0.005 0.001
H -2.60171 2.90278 -4.62542 0.005 -0.016 0.017
H -3.61629 1.48937 -4.40079 -0.006 0.015 0.003
H -1.95383 1.50251 -3.77211 -0.013 -0.002 0.004
H -3.03026 3.33786 1.15035 0.026 0.000 -0.009
H -2.70953 1.73729 1.84122 0.000 -0.017 -0.001
H -3.94791 2.78247 2.54516 0.018 0.003 -0.022
H -5.15816 3.84948 0.00812 0.005 0.002 -0.016
H -6.18193 3.17054 1.26368 0.015 0.007 -0.026
H -6.34336 2.58594 -0.38735 0.015 -0.006 0.001
H -4.55941 -0.15406 1.55864 0.007 -0.008 -0.008
H -6.11570 0.32293 0.85251 -0.004 -0.010 -0.015
H -5.59864 1.00916 2.38465 0.002 -0.013 -0.021
H -3.96108 -1.98604 -0.45314 0.027 0.000 0.018
H -5.23732 -2.56254 -1.51672 0.015 0.018 0.008
H -5.61398 -1.36711 -0.29023 -0.039 0.022 0.023
H -2.61480 -1.44809 -2.60564 0.025 0.003 0.024
H -3.36387 -0.49458 -3.89284 -0.007 -0.013 0.005
H -3.99331 -2.08778 -3.50088 0.010 0.020 0.008
H -6.55153 0.27934 -1.99995 0.014 0.010 -0.002
H -6.31799 -0.97844 -3.20920 -0.001 0.013 0.021
H -5.64871 0.62039 -3.49218 0.009 -0.010 -0.003
```
Positions in Å, forces in eV/Å.

***

Entry 3:
Computed, not measured: the molecule C14H28N2O2, with ωB97M-V with the def2-TZVPD basis set.

Values from the calculation:
Total charge = 0
ΔE to the lowest compared entry with this formula, charge and spin = 91.9 kJ/mol
Lowest unoccupied orbital energy = 0.666 eV
Structure (SMILES) = CN(C)C(=O)CCCCCCCCC(=O)N(C)C

Structure (XYZ):
```
46
Properties=species:S:1:pos:R:3:forces:R:3
C -1.98051 -2.65425 0.79170 0.176 0.161 0.260
N -2.86951 -2.03108 -0.16056 -0.091 -0.331 -0.179
C -3.03040 -0.69067 -0.28346 0.192 -0.113 0.157
O -3.79270 -0.21146 -1.10629 -0.174 0.292 -0.146
C -2.19709 0.16212 0.65358 -0.261 0.396 -0.267
C -2.58912 1.63542 0.55108 0.074 -0.139 0.109
C -1.59088 2.57201 1.24757 -0.080 0.132 -0.106
C -0.83284 3.47430 0.27122 0.008 -0.159 0.005
C 0.08227 2.72362 -0.69671 0.083 0.153 0.291
C 1.33863 2.17241 -0.02511 0.009 0.040 -0.253
C 2.26802 1.46195 -1.01216 -0.075 -0.027 0.123
C 1.77188 0.05508 -1.37575 0.026 0.081 0.001
C 1.87646 -0.87989 -0.18813 -0.080 0.084 -0.382
O 0.89633 -1.12874 0.49942 -0.301 0.071 0.124
N 3.08271 -1.41507 0.10497 0.249 -0.215 0.177
C 4.32367 -1.19989 -0.59422 0.117 0.097 -0.118
H 4.17971 -0.65069 -1.51777 0.011 0.013 -0.003
H 5.02195 -0.64285 0.03878 0.027 -0.008 -0.060
H 4.77786 -2.16634 -0.83043 0.014 0.057 -0.034
C 3.20914 -2.26846 1.26606 -0.219 -0.057 0.187
H 2.23399 -2.34834 1.74109 0.136 -0.035 0.008
H 3.55238 -3.26218 0.96992 0.038 -0.001 0.012
H 3.92462 -1.84181 1.97266 0.031 -0.025 0.011
H 2.31876 -0.33672 -2.23382 -0.033 -0.004 -0.014
H 0.71709 0.10482 -1.64844 0.053 -0.120 0.016
H 3.26734 1.39183 -0.57649 0.066 0.021 -0.081
H 2.34554 2.05696 -1.92547 0.075 0.008 0.003
H 1.88065 3.00230 0.43576 -0.019 -0.001 0.061
H 1.06364 1.47547 0.76706 0.014 0.007 0.143
H 0.38805 3.41130 -1.49042 -0.006 -0.065 -0.079
H -0.47905 1.91414 -1.16267 -0.062 -0.068 -0.155
H -0.23508 4.19238 0.83959 0.006 0.090 -0.042
H -1.56390 4.04288 -0.30860 -0.018 0.071 0.031
H -2.12250 3.21631 1.95106 0.057 -0.040 0.073
H -0.87885 1.98475 1.82911 0.044 -0.003 0.137
H -3.58409 1.75624 0.98296 -0.023 0.032 -0.099
H -2.67861 1.89652 -0.50413 -0.072 0.012 0.012
H -1.14409 0.02586 0.39798 0.057 -0.076 0.093
H -2.33124 -0.19017 1.67820 0.126 -0.054 0.047
C -3.68506 -2.91649 -0.95857 -0.178 0.116 -0.173
H -4.32402 -2.30212 -1.59036 0.023 -0.140 0.025
H -4.30688 -3.54763 -0.31839 0.006 -0.043 -0.017
H -3.05885 -3.55332 -1.58826 -0.023 -0.037 0.016
H -2.39869 -2.63262 1.80356 0.023 -0.092 0.034
H -1.00848 -2.16350 0.79985 -0.042 -0.090 0.049
H -1.83829 -3.69438 0.50304 0.016 0.008 0.002
```
Positions in Å, forces in eV/Å.